The following is a quantum chemistry calculation of a 2-piece molecular cluster, C5H11O2 overall, from the Open Molecules 2025 dataset.

Positions of all 18 atoms, in Å:
1 H 1.73320 -0.50236 -1.46573
2 H 0.93974 0.76772 1.25103
3 C -1.31793 1.57182 0.25526
4 H -1.79814 1.98492 -0.64097
5 C 0.10047 -1.66944 -0.60223
6 C 0.82549 1.78146 1.62966
7 H -0.83316 3.04341 1.70933
8 H -0.03532 3.30976 0.16602
9 H 1.75662 2.34840 1.62952
10 O -1.10537 -1.76313 -0.95177
11 H 0.49652 -1.24056 -2.65086
12 C -0.31391 2.54357 0.88517
13 H 1.73952 -2.21127 -1.82123
14 H -0.88872 0.58144 0.12335
15 H 0.50083 1.72217 2.67007
16 O 0.60047 -1.74182 0.54017
17 C 1.09378 -1.33386 -1.74754
18 H -2.26792 1.32097 0.75762

Results
HOMO energy = -3.9714 eV
Charge = -1
Energy above the lowest of the compared OMol25 structures with the same formula, charge and spin = 58.7 kJ/mol
Frontier orbital gap = 7.947 eV